Computed, not measured: a structure of composition C40H90F12K2N2O26S4 at a distorted geometry, with ωB97M-V with the def2-TZVPD basis set.

Positions of all 176 atoms, in Å:
K -11.20 4.06 -17.81
K -5.97 0.05 -19.64
C -11.87 2.83 -24.58
F -11.42 4.06 -24.92
F -12.91 2.98 -23.77
F -12.25 2.25 -25.73
S -10.44 1.97 -23.76
O -9.66 1.39 -24.83
O -9.79 3.01 -23.00
N -11.31 0.74 -22.98
S -10.56 0.56 -21.64
O -9.17 0.11 -21.74
O -10.75 1.59 -20.63
C -11.42 -0.98 -20.90
F -12.48 -0.62 -20.18
F -11.77 -1.83 -21.87
F -10.55 -1.57 -20.09
C -8.89 4.01 -14.65
F -9.79 3.23 -14.08
F -9.51 5.07 -15.16
F -7.99 4.40 -13.80
S -8.06 2.99 -16.03
O -7.46 3.87 -16.99
O -7.11 2.18 -15.32
N -9.49 2.29 -16.75
S -9.17 0.78 -17.07
O -10.23 0.32 -17.95
O -7.85 0.55 -17.58
C -9.45 -0.15 -15.42
F -10.50 0.36 -14.79
F -9.76 -1.41 -15.77
F -8.40 -0.08 -14.65
C -10.60 0.36 -6.84
O -10.08 0.35 -8.17
C -10.20 -0.94 -8.73
C -9.45 -0.87 -10.07
O -9.74 -1.95 -10.91
C -9.48 -1.68 -12.26
H -11.67 0.57 -6.92
H -10.07 1.15 -6.32
H -10.43 -0.57 -6.30
H -11.23 -1.25 -8.88
H -9.57 -1.66 -8.19
H -8.38 -0.83 -9.84
H -9.68 0.09 -10.56
H -8.45 -1.32 -12.41
H -10.07 -0.83 -12.61
H -9.73 -2.49 -12.95
C -11.29 4.77 -11.44
O -10.08 4.50 -10.78
C -10.22 3.38 -9.90
C -10.29 3.85 -8.47
O -9.06 4.40 -8.12
C -8.81 4.53 -6.73
H -11.59 3.91 -12.05
H -11.18 5.64 -12.08
H -12.16 4.92 -10.78
H -9.30 2.80 -9.98
H -10.98 2.64 -10.17
H -10.66 3.02 -7.85
H -11.03 4.65 -8.29
H -8.78 3.52 -6.31
H -9.66 5.02 -6.24
H -7.92 5.12 -6.55
C -9.05 8.67 -15.00
O -8.33 8.82 -16.21
C -6.91 8.88 -16.01
C -6.46 10.24 -15.52
O -7.10 11.26 -16.26
C -6.40 12.49 -16.18
H -8.86 7.83 -14.31
H -10.12 8.63 -15.18
H -8.78 9.55 -14.41
H -6.46 8.65 -16.98
H -6.71 8.08 -15.30
H -5.38 10.30 -15.70
H -6.69 10.37 -14.46
H -7.08 13.22 -16.63
H -5.48 12.48 -16.76
H -6.27 12.91 -15.18
C -7.02 -0.84 -23.57
O -6.73 -1.31 -22.28
C -7.26 -2.60 -22.01
C -6.80 -3.14 -20.67
O -7.25 -2.43 -19.55
C -7.26 -3.11 -18.33
H -7.97 -0.30 -23.62
H -7.08 -1.64 -24.32
H -6.26 -0.16 -23.96
H -6.86 -3.23 -22.82
H -8.34 -2.60 -22.19
H -5.70 -3.17 -20.70
H -7.08 -4.19 -20.57
H -8.04 -2.80 -17.64
H -6.31 -3.10 -17.79
H -7.39 -4.18 -18.54
C -2.45 2.87 -20.44
O -3.51 2.27 -19.74
C -4.34 3.27 -19.09
C -5.36 3.86 -20.07
O -6.34 2.86 -20.34
C -7.71 3.28 -20.45
H -1.71 3.32 -19.77
H -2.78 3.59 -21.19
H -1.90 2.11 -20.99
H -3.70 4.06 -18.69
H -4.81 2.77 -18.24
H -4.86 4.02 -21.03
H -5.87 4.78 -19.80
H -7.85 4.31 -20.77
H -8.18 3.07 -19.49
H -8.12 2.57 -21.17
C -8.92 6.83 -18.46
O -9.83 6.02 -19.18
C -10.37 6.54 -20.40
C -11.23 5.42 -21.01
O -12.35 5.12 -20.20
C -13.22 4.21 -20.91
H -8.92 6.45 -17.44
H -9.21 7.88 -18.42
H -7.90 6.80 -18.85
H -9.55 6.66 -21.11
H -10.93 7.45 -20.21
H -10.63 4.51 -21.10
H -11.49 5.68 -22.04
H -14.07 3.96 -20.28
H -12.59 3.33 -21.09
H -13.56 4.61 -21.86
C -12.77 0.58 -12.23
O -13.31 1.84 -11.87
C -13.95 1.87 -10.59
C -15.33 1.19 -10.63
O -15.34 -0.19 -10.51
C -15.18 -0.64 -9.16
H -11.82 0.48 -11.71
H -12.56 0.60 -13.30
H -13.36 -0.32 -12.07
H -13.96 2.93 -10.36
H -13.26 1.44 -9.85
H -15.77 1.50 -11.59
H -16.06 1.71 -9.99
H -15.15 -1.72 -9.28
H -16.07 -0.42 -8.57
H -14.24 -0.27 -8.75
C -7.06 1.28 -8.46
O -6.41 1.89 -9.58
C -6.45 1.15 -10.79
C -5.51 1.81 -11.79
O -5.89 3.12 -12.17
C -5.02 3.70 -13.08
H -6.65 1.65 -7.53
H -6.96 0.19 -8.51
H -8.09 1.61 -8.52
H -7.46 1.27 -11.19
H -6.15 0.12 -10.59
H -5.51 1.12 -12.64
H -4.50 1.87 -11.36
H -4.98 3.29 -14.10
H -4.00 3.66 -12.67
H -5.30 4.75 -13.16
C -5.60 -2.08 -13.75
O -5.63 -2.08 -12.33
C -4.75 -2.95 -11.69
C -4.85 -4.44 -11.97
O -4.42 -4.67 -13.31
C -4.26 -6.02 -13.62
H -6.05 -1.12 -14.04
H -6.20 -2.84 -14.24
H -4.58 -2.07 -14.16
H -4.96 -2.84 -10.62
H -3.69 -2.66 -11.72
H -5.84 -4.87 -11.80
H -4.11 -4.97 -11.36
H -4.98 -6.63 -13.07
H -3.30 -6.46 -13.31
H -4.39 -6.27 -14.67

Its total charge is 0. Its HOMO-LUMO gap is 8.88 eV. The calculation puts the HOMO energy at -8.927 eV. As for the total energy: -207743.894 eV. The calculation puts the max |F| at 3.96 eV/Å.

These are the Löwdin partial charges, in e, on atoms 1 to 99: 0.856, 0.858, -0.649, 0.103, 0.128, 0.134, 0.648, -0.286, -0.295, -0.274, 0.561, -0.316, -0.328, -0.666, 0.140, 0.133, 0.135, -0.688, 0.143, 0.123, 0.186, 0.654, -0.288, -0.286, -0.372, 0.547, -0.280, -0.352, -0.662, 0.134, 0.127, 0.143, -0.088, -0.226, -0.188, -0.216, -0.155, -0.111, 0.087, 0.078, 0.088, 0.129, 0.130, 0.103, 0.112, 0.079, 0.062, 0.097, -0.121, -0.156, -0.180, -0.226, -0.174, -0.090, 0.071, 0.085, 0.084, 0.116, 0.112, 0.109, 0.131, 0.075, 0.084, 0.089, -0.110, -0.211, -0.166, -0.218, -0.174, -0.116, 0.084, 0.090, 0.084, 0.125, 0.125, 0.124, 0.121, 0.087, 0.087, 0.088, -0.100, -0.230, -0.191, -0.207, -0.242, -0.091, 0.059, 0.091, 0.093, 0.128, 0.135, 0.133, 0.128, 0.089, 0.092, 0.089, -0.121, -0.208, -0.161